[1]
Formula: F6H28O14P
Source: the OMol25 dataset
Level of theory: ωB97M-V/def2-TZVPD

Energy above the lowest of the compared OMol25 structures with the same formula, charge and spin = 0.626 eV
Net charge = -1

Structure (XYZ):
```
49
Properties=species:S:1:pos:R:3:lowdin_charge:R:1
P 18.76291 -25.29072 -17.47233 0.211
F 18.37674 -26.45266 -16.39909 -0.151
F 20.32598 -25.42490 -17.05670 -0.136
F 18.90951 -26.40687 -18.63653 -0.140
F 17.17200 -25.15965 -17.72981 -0.135
F 19.16840 -24.21568 -18.59305 -0.108
F 18.58986 -24.13350 -16.35556 -0.133
O 16.55852 -22.00116 -18.75878 -0.066
O 21.57805 -22.97849 -17.60516 -0.067
O 16.10524 -28.01429 -16.44816 -0.048
O 22.70317 -26.44664 -15.52623 -0.053
O 18.02760 -29.03119 -19.97662 -0.060
O 18.83185 -22.18367 -21.29356 -0.045
O 21.36107 -23.00639 -14.82368 -0.056
O 20.15816 -28.24069 -14.81979 -0.054
O 14.25239 -26.49316 -18.28236 -0.065
O 19.30991 -25.23336 -13.98432 -0.068
O 16.65944 -24.56003 -20.29208 -0.055
O 15.63913 -24.11274 -14.77751 -0.050
O 20.63611 -28.37059 -17.68875 -0.053
O 20.98397 -21.24669 -19.73497 -0.100
H 21.18637 -23.85184 -14.38403 0.030
H 16.67914 -27.37381 -16.00429 0.020
H 22.06723 -22.94037 -16.77166 0.033
H 16.13805 -24.35729 -15.56490 0.004
H 18.87634 -24.74222 -14.69979 -0.007
H 18.61634 -29.43610 -19.33103 0.019
H 19.91012 -27.74621 -17.83829 -0.004
H 17.49219 -22.06128 -18.53449 0.017
H 21.19395 -21.86832 -19.01825 -0.025
H 22.13412 -26.25042 -16.27919 0.000
H 14.59770 -27.00298 -19.02019 0.025
H 22.64149 -27.40076 -15.41734 0.023
H 14.77882 -26.79702 -17.53102 -0.008
H 20.29491 -28.09844 -15.76917 -0.015
H 20.51759 -22.54533 -14.79760 0.047
H 19.61727 -26.05227 -14.39520 -0.003
H 19.63028 -29.04168 -14.76749 0.041
H 18.79613 -22.43001 -22.22215 0.052
H 20.31500 -21.68806 -20.28415 -0.028
H 18.55886 -28.34395 -20.38983 0.024
H 21.27375 -28.13866 -18.37155 0.064
H 15.58995 -24.92236 -14.26129 0.029
H 18.70129 -23.01389 -20.81496 0.025
H 16.38223 -22.79084 -19.29034 -0.007
H 15.94950 -25.13058 -20.59799 0.046
H 17.04993 -25.03900 -19.53921 0.000
H 20.83481 -23.55726 -17.40028 -0.012
H 16.15224 -28.80052 -15.89776 0.043
```


[2]
Formula: C13H24FN2O6
Source: the OMol25 dataset
Level of theory: ωB97M-V/def2-TZVPD

Net charge = +1

Structure (XYZ):
```
46
Properties=species:S:1:pos:R:3:lowdin_charge:R:1
F 4.42629 -1.46224 0.25551 -0.110
O -0.41476 0.43385 4.05875 0.093
O 1.62747 0.69417 5.02750 0.010
O -2.05978 -1.05538 -6.04320 0.128
O -2.36806 -0.95354 -3.78979 0.029
O -0.10412 1.58054 5.99979 0.040
O -4.11565 -0.91323 -5.08801 0.005
N -0.14595 0.18370 0.00000 0.080
N 1.61912 -1.28597 -0.48726 0.120
C 0.97674 1.06630 -0.35389 0.060
C 0.29729 0.86856 4.93671 -0.585
C 2.15053 0.07243 -0.65520 -0.110
C -2.77598 -0.99018 -5.07280 -0.582
C 0.24576 -1.19164 -0.07318 -0.009
C 4.81894 -0.23492 -0.40060 -0.140
C 3.60864 0.56562 -1.09385 -0.104
C -0.32310 0.35859 -3.89375 -0.064
C -1.51425 1.83008 6.08333 -0.209
C 2.17029 -0.14155 4.00824 -0.050
C -4.67410 -0.83627 -6.40028 -0.037
C -0.95166 -0.99003 -3.59338 -0.220
C -2.26179 0.59687 6.55601 -0.065
H -1.10927 0.44618 0.27397 0.177
H -0.49927 -1.78890 -4.18804 0.130
H -1.64737 2.63363 6.81141 0.127
H -1.84267 0.23008 7.49588 0.086
H 5.63193 -0.52712 -1.17146 0.140
H -2.18082 -0.21840 5.83256 0.072
H -0.78734 -1.23886 -2.54166 0.086
H 1.89202 0.21341 3.01246 0.076
H 1.83829 -1.17160 4.15605 0.102
H -0.80943 1.14739 -3.31395 0.079
H 0.96974 2.21060 -0.40190 0.148
H 3.68500 1.66897 -0.74415 0.133
H -0.43684 0.62334 -4.94769 0.082
H 5.24757 0.45366 0.42503 0.136
H -3.32096 0.81996 6.70138 0.084
H -1.89891 2.19476 5.12666 0.122
H -4.42808 0.12662 -6.85283 0.102
H 3.70910 0.62307 -2.24808 0.134
H 3.25737 -0.11193 4.09321 0.098
H 2.15899 -2.15354 -0.62605 0.170
H -4.32478 -1.65749 -7.02981 0.100
H 0.74395 0.34870 -3.65746 0.067
H -5.75836 -0.90966 -6.30849 0.098
H -0.32176 -2.15868 0.12233 0.172
```


[3]
Formula: C43H64ClF5IN5O19P
Source: the OMol25 dataset
Level of theory: ωB97M-V/def2-TZVPD

Net charge = +1

Structure (XYZ):
```
139
Properties=species:S:1:pos:R:3:lowdin_charge:R:1
I 3.22311 -0.45632 0.27613 1.203
Cl 0.74756 2.54742 3.50007 0.402
P 0.05045 2.95151 1.61268 0.698
F 0.59823 9.12496 -3.83220 0.076
F -6.88759 -5.46167 4.87654 0.094
F 6.48499 -0.76057 -7.91355 0.082
F -7.15451 3.58826 -1.86125 0.092
F -3.60486 -1.64828 8.40599 0.077
O 2.47264 -2.58297 -8.49654 0.189
O -3.99336 -4.95093 6.66870 0.064
O 4.12844 -3.12977 -7.06990 0.062
O 6.86248 -3.86193 -2.87944 0.081
O 3.65360 6.02839 -4.72058 0.177
O -4.85420 -4.49590 4.66462 0.144
O -1.51869 2.77053 1.79172 -0.307
O 4.34303 -1.32039 -8.36663 0.133
O -3.62131 4.42833 0.68790 0.149
O -5.65818 5.36724 0.67772 0.096
O 3.58160 8.20565 -5.29312 0.085
O -0.40380 -2.65133 9.17763 0.082
O -3.00822 -2.77245 1.22381 -0.026
O -4.22603 -4.57084 0.84398 0.165
O -2.88142 -3.59182 5.26297 0.156
O -5.24480 3.63061 -0.64986 0.137
O 2.00890 7.36432 -3.95068 0.105
O 0.74853 -1.62162 7.53587 0.179
O -1.50330 -1.53162 7.59013 0.116
N 1.12119 -0.74433 3.54362 0.100
N -0.51074 -2.37044 3.14836 0.117
N -0.85857 -0.56540 4.74652 0.099
N 4.71522 -3.48454 -2.25559 0.051
N 0.46793 1.33214 0.80906 -0.137
C 0.42761 -1.25228 -1.51529 -0.169
C -5.30256 -5.54428 6.64313 -0.029
C 2.61210 9.24307 -5.09581 -0.041
C 6.55878 -1.99552 -1.47734 -0.008
C -0.40131 0.08237 1.07363 -0.218
C -6.82504 5.19877 -0.14421 -0.029
C -5.57807 -5.61760 5.15718 -0.300
C -0.42933 4.96572 -2.82479 -0.041
C 3.02128 2.46555 -0.05959 -0.332
C -6.66264 3.77242 -0.61930 -0.302
C -2.27904 -5.01783 2.05707 -0.149
C -2.21930 0.98151 -2.81392 -0.063
C -0.87227 3.21627 -1.22029 -0.103
C 3.83084 -2.46175 -2.86274 -0.217
C 5.45478 -2.63113 -6.86831 -0.053
C -1.28013 4.36535 -1.89921 -0.036
C -1.96686 -2.47319 0.27145 -0.177
C -0.31236 -0.95013 3.43946 -0.657
C 6.07578 -3.17899 -2.27606 -0.546
C -1.19474 0.02056 -0.21554 -0.207
C -1.79027 -2.67044 9.54773 -0.036
C -4.73980 4.47578 0.27911 -0.541
C -3.23889 -4.12703 1.32215 -0.498
C -3.82179 -4.27888 5.50978 -0.546
C 2.38655 -2.70495 -2.41092 -0.196
C -0.27771 -1.90305 8.05652 -0.545
C -0.12908 0.18678 -1.35050 -0.248
C 5.33368 -1.20833 -7.36216 -0.321
C -2.45558 -2.35332 8.22949 -0.316
C -1.07314 -0.05775 2.42666 -0.081
C 1.90672 8.77475 -3.84276 -0.309
C 1.50845 -1.45186 -2.61647 -0.199
C 0.81448 4.37557 -3.04636 -0.034
C 3.53726 -2.37145 -8.03023 -0.547
C 2.32397 1.25809 -0.72815 -0.553
C 0.37757 2.61858 -1.40372 -0.197
C 3.14014 7.09463 -4.66849 -0.552
C 4.53243 2.49746 -0.35152 -0.113
C 0.78165 1.32102 -0.66154 -0.295
C -2.23672 -1.10503 -0.35237 -0.079
C -1.04153 -5.40046 1.24002 -0.076
C -0.74883 0.52270 -2.73455 -0.143
C 1.20951 3.22679 -2.35919 -0.029
H 2.52472 3.39455 -0.31528 0.099
H -1.98613 -1.89920 10.29362 0.146
H -1.82366 0.90894 -0.12661 0.120
H -1.99929 3.55324 1.47222 0.037
H 7.62115 -2.09920 -1.31044 0.086
H 2.91490 2.34655 1.02009 0.068
H -2.58776 1.50549 -1.94037 0.057
H 5.00031 -0.49226 -6.60779 0.170
H -7.73182 5.36207 0.43018 0.146
H 0.94498 -1.64574 -3.52820 0.109
H 1.40209 0.20849 3.35338 -0.014
H -3.16881 -0.74934 0.07992 0.134
H 4.84352 3.52820 -0.49359 0.081
H -2.34110 1.64434 -3.66644 0.085
H -0.11160 1.14909 -3.34872 0.117
H 2.42996 -2.93258 -1.35058 0.071
H -2.65406 -3.21387 7.59921 0.134
H 6.06406 -2.01219 -0.50920 0.053
H 6.30292 -1.07534 -1.99509 0.073
H -0.76843 -0.40911 -3.29069 0.103
H 2.70274 1.15935 -1.73211 0.062
H -2.88484 0.14579 -3.00263 0.074
H 0.11867 -2.86313 3.77903 0.097
H -1.33158 -5.69694 0.23535 0.085
H 4.79605 1.89755 -1.21723 0.065
H 4.16062 -1.45345 -2.63809 0.080
H -1.30325 0.85908 2.95449 0.071
H -2.02840 -3.21564 -0.52630 0.131
H -2.03193 -0.54213 2.23746 0.127
H 4.62281 -4.33897 -2.79561 0.133
H -0.98607 -2.59413 0.72202 0.088
H -2.45075 -1.25987 -1.40273 0.108
H 3.09536 10.20912 -4.98217 0.143
H 5.08219 2.13088 0.50727 0.061
H 6.15943 -3.20832 -7.46732 0.149
H 1.48716 4.81850 -3.76365 0.090
H -2.25314 4.79292 -1.71719 0.102
H -2.82166 -5.93944 2.23980 0.117
H -1.83181 -0.83656 4.82184 0.078
H -5.21213 -6.52229 4.66967 0.177
H -0.38131 -1.90304 -1.83281 0.118
H -0.30539 -1.06557 5.43415 0.050
H -5.29859 -6.51517 7.12970 0.144
H -1.98957 -4.63402 3.03015 0.086
H 2.19066 2.85464 -2.60646 0.117
H -2.07112 -3.63901 9.95178 0.141
H 3.90884 -2.57631 -3.94745 0.115
H 2.08484 -0.55253 -2.82154 0.093
H 1.93434 9.27611 -5.94938 0.148
H 5.73962 -2.69602 -5.82037 0.127
H 0.80991 -1.69825 -0.60098 0.054
H 1.59622 -1.31539 2.85205 0.034
H -1.43597 -2.61247 3.48883 0.052
H -7.08319 3.01908 0.04803 0.178
H -0.67521 5.86631 -3.36453 0.107
H -0.57074 -6.27282 1.68505 0.078
H 0.36845 -0.69096 1.08663 0.087
H -6.00920 -4.88742 7.15063 0.149
H 2.00272 -3.52802 -3.00364 0.118
H -1.58184 2.78165 -0.53494 0.071
H -6.78984 5.90561 -0.97325 0.150
H -0.29514 -4.61271 1.22655 0.058
H 1.28001 1.10689 1.39849 0.023
H 2.37116 9.10035 -2.91088 0.175
```


| no. | LUMO level (eV) | orbital gap (eV) |
| --- | --- | --- |
| 1 | 2.08 | 9.42 |
| 2 | -3.73 | 9.38 |
| 3 | -2.03 | 8.78 |